74
Properties=species:S:1:pos:R:3:forces:R:3 method="wB97M-V/def2-TZVPD" homo_energy_ev="-16.41 / -16.42" e_lumo_ev="-10.17 / -9.50" spin_multiplicity=2 de_lowest_kcal_mol=2.0 total_charge=+3
V 0.158 -0.261 0.153 2.8 -0.5 0.8
O 1.084 0.353 -2.958 0.1 -0.4 0.2
Cl 1.417 -0.717 -2.105 0.6 -0.1 -1.0
O 2.201 -1.715 -2.693 -0.3 0.2 0.4
O 2.044 -0.194 -0.824 -0.5 0.1 -0.5
O 0.154 -1.308 -1.488 0.2 0.0 -0.6
O -1.076 1.685 2.663 -0.5 -0.7 0.1
C -1.318 1.526 1.511 -0.2 0.4 -0.5
O -1.220 0.231 0.938 -1.9 1.0 1.6
C -1.588 2.558 0.466 0.2 -0.3 -0.2
P -0.620 1.981 -1.036 -0.4 0.0 -0.1
C 0.262 3.378 -1.770 0.1 0.0 0.1
C 0.611 3.300 -3.124 0.0 0.0 0.0
C 1.250 4.365 -3.740 0.0 -0.1 0.0
C 1.553 5.511 -3.016 0.0 0.0 0.0
C 1.211 5.594 -1.674 0.0 0.0 0.1
C 0.575 4.532 -1.047 0.0 0.0 -0.1
C -1.973 1.548 -2.163 0.1 0.0 0.0
C -2.528 2.529 -2.987 -0.1 0.0 0.0
C -3.675 2.250 -3.717 0.1 0.0 0.0
C -4.273 1.001 -3.633 0.0 0.0 0.0
C -3.726 0.022 -2.815 0.0 -0.1 0.0
C -2.580 0.293 -2.085 0.0 0.0 -0.1
H -1.326 3.538 0.844 0.0 0.1 0.0
H -2.644 2.535 0.192 -0.1 0.0 0.0
H 0.371 2.421 -3.707 -0.1 0.1 0.0
H 1.502 4.302 -4.791 0.0 0.0 0.0
H 2.051 6.342 -3.501 -0.1 0.0 0.0
H 1.423 6.497 -1.117 0.0 0.0 0.0
H 0.311 4.618 -0.005 0.0 0.0 0.0
H -2.080 3.511 -3.063 0.0 0.0 0.0
H -4.103 3.016 -4.350 0.0 0.0 0.0
H -5.163 0.786 -4.209 0.0 0.0 0.0
H -4.187 -0.956 -2.754 0.0 0.0 0.0
H -2.165 -0.495 -1.475 0.0 0.0 0.1
N 0.632 2.867 4.242 0.7 0.1 0.3
C 1.700 1.866 3.882 -0.2 0.0 0.1
P 1.851 1.756 2.062 0.3 -0.2 -0.5
O 1.282 2.957 1.408 -0.1 0.1 0.1
O 1.359 0.365 1.632 -0.3 0.3 -0.3
C 3.650 1.814 1.676 0.0 -0.1 -0.2
N 3.745 2.205 0.215 -0.1 0.0 0.2
H 0.911 3.822 4.009 0.1 0.0 0.0
H 0.412 2.834 5.241 0.1 0.0 0.0
H -0.224 2.658 3.714 -0.3 0.0 -0.1
H 1.406 0.896 4.277 0.0 0.0 0.1
H 2.648 2.161 4.329 -0.1 0.1 0.1
H 4.160 0.865 1.827 0.1 0.0 -0.1
H 4.142 2.597 2.250 0.0 0.0 0.0
H 4.701 2.436 -0.061 0.1 0.0 0.0
H 3.136 3.017 0.042 0.0 0.1 0.0
H 3.404 1.457 -0.396 0.0 -0.1 0.0
C 1.361 -4.383 -0.865 0.1 0.1 0.0
C 1.962 -3.464 0.207 -0.2 0.0 -0.1
P 0.770 -2.474 1.176 -0.3 -0.3 0.0
C -0.785 -3.416 1.357 0.0 0.1 -0.2
C -1.782 -3.238 0.205 0.1 0.0 0.1
C 1.448 -2.354 2.861 0.0 -0.1 0.0
C 1.563 -3.708 3.571 0.0 0.0 0.0
H 2.170 -4.903 -1.376 0.0 0.0 0.0
H 0.801 -3.841 -1.623 0.0 0.0 0.0
H 0.713 -5.140 -0.428 0.0 0.0 0.0
H 2.689 -2.777 -0.225 0.1 0.0 0.0
H 2.499 -4.064 0.943 0.1 0.0 0.0
H -1.227 -3.089 2.300 0.0 0.0 0.0
H -0.512 -4.465 1.473 0.0 0.0 0.1
H -2.159 -2.213 0.155 0.0 0.0 0.0
H -2.646 -3.882 0.363 0.0 0.0 0.0
H -1.351 -3.499 -0.761 0.0 0.0 0.0
H 0.775 -1.695 3.415 0.0 0.1 0.0
H 2.417 -1.859 2.795 0.0 0.0 0.0
H 0.586 -4.153 3.755 0.0 0.0 0.0
H 2.045 -3.568 4.538 0.0 0.0 0.0
H 2.167 -4.424 3.014 0.0 0.0 0.0

17
Properties=species:S:1:pos:R:3:forces:R:3 method="wB97M-V/def2-TZVPD" homo_energy_ev="-13.11 / -12.98" e_lumo_ev="-4.86 / -5.26" de_lowest_kcal_mol=85.7 total_charge=+1
C 1.086 1.258 -0.290 1.1 -2.6 -1.5
C 0.609 1.658 -1.676 1.1 -1.3 3.6
C 0.222 -1.234 -1.049 1.4 -1.2 1.7
C 0.052 0.133 -0.388 -0.5 -0.2 -0.1
C -0.617 -0.637 0.738 -1.2 4.2 -0.1
C -1.217 -0.059 1.992 -2.0 -5.1 0.4
N -0.484 -1.806 0.229 1.4 -0.7 -2.5
H 2.059 0.621 -0.313 -1.0 2.0 0.1
H 1.027 1.949 0.557 -0.2 -0.3 -0.3
H 1.241 1.607 -2.519 0.6 -1.4 -0.9
H -0.114 2.359 -1.850 -2.2 1.5 0.4
H -0.295 -1.582 -1.938 -0.1 0.5 -0.1
H 1.295 -1.551 -1.038 -0.8 0.0 -0.3
H -1.986 0.647 1.871 -0.8 1.0 -0.9
H -0.495 0.350 2.591 2.1 1.1 1.5
H -1.752 -0.915 2.640 1.4 1.7 -1.4
H -0.631 -2.797 0.442 -0.3 0.8 0.5

69
Properties=species:S:1:pos:R:3:forces:R:3 method="wB97M-V/def2-TZVPD" homo_energy_ev=-8.27 e_lumo_ev=0.48 de_lowest_kcal_mol=0.0 total_charge=0
C -0.232 6.797 -1.828 0.4 -0.1 0.1
C 1.196 6.975 -1.325 -0.4 0.6 -0.2
O 1.858 5.735 -1.127 0.2 -0.3 0.3
C 1.470 4.838 -0.192 0.0 -0.3 0.1
C 1.917 3.545 -0.440 -0.1 0.1 0.1
C 1.651 2.500 0.432 -0.4 0.5 0.5
C 0.903 2.748 1.582 0.2 0.2 -0.4
C 0.454 4.044 1.843 0.0 0.0 -0.1
C 0.730 5.097 0.994 0.0 0.0 0.0
O 0.325 6.383 1.221 0.2 -0.1 -0.3
C -0.380 6.706 2.405 -0.1 0.2 0.4
C 0.530 6.818 3.624 -0.1 -0.1 -0.4
H -0.053 7.141 4.482 0.0 0.0 0.1
H 1.313 7.547 3.435 0.1 0.1 0.0
H 0.996 5.864 3.855 0.0 -0.1 0.1
H -0.825 7.682 2.186 0.0 -0.2 0.1
H -1.190 5.990 2.582 0.0 0.1 -0.1
H -0.112 4.176 2.750 0.0 0.1 0.1
C 0.591 1.666 2.510 0.0 0.2 0.1
O -0.054 1.807 3.529 -0.1 0.1 0.0
N 1.094 0.422 2.145 -0.1 -0.2 0.2
C 1.842 0.152 1.016 0.3 0.2 -0.3
O 2.260 -0.956 0.760 0.1 -0.2 0.1
N 2.097 1.220 0.199 0.2 -0.1 -0.3
H 2.632 1.023 -0.636 -0.1 -0.1 0.2
C 0.772 -0.730 2.978 0.0 -0.2 0.2
C -0.072 -1.724 2.228 -0.1 -0.1 0.0
C -1.106 -1.284 1.409 0.1 0.0 0.1
C -1.857 -2.181 0.674 0.0 -0.1 0.0
C -1.595 -3.544 0.763 0.2 0.0 0.2
C -0.596 -3.988 1.624 -0.1 -0.1 -0.1
C 0.168 -3.086 2.338 -0.1 0.1 0.0
H 0.962 -3.439 2.980 0.1 0.0 0.0
H -0.427 -5.051 1.712 0.0 -0.1 0.0
C -2.329 -4.562 -0.041 -0.2 0.2 -0.2
O -2.487 -5.710 0.338 0.1 -0.3 0.1
N -2.801 -4.105 -1.227 -0.1 0.2 0.0
H -2.419 -3.241 -1.591 0.1 0.0 0.1
C -3.338 -5.026 -2.200 0.0 -0.4 0.0
H -3.999 -5.719 -1.673 0.0 0.1 -0.1
H -3.919 -4.453 -2.926 0.0 0.0 0.0
C -2.243 -5.831 -2.911 -0.1 0.3 0.0
H -2.709 -6.450 -3.678 0.0 -0.1 0.0
H -1.772 -6.492 -2.181 0.0 -0.1 0.0
C -1.176 -4.940 -3.561 -0.3 -0.1 -0.1
N -0.147 -4.506 -2.648 0.0 -0.2 0.0
C 0.004 -3.238 -2.217 0.3 0.1 0.1
O -0.805 -2.345 -2.404 -0.2 0.4 -0.1
C 1.329 -3.141 -1.495 0.0 0.0 0.2
H 1.276 -2.513 -0.609 -0.1 0.0 -0.1
C 1.683 -4.595 -1.193 0.0 0.0 -0.1
H 2.754 -4.780 -1.202 0.0 -0.1 0.0
H 1.292 -4.868 -0.213 0.0 0.0 0.0
C 0.949 -5.377 -2.286 0.2 -0.2 0.0
H 0.575 -6.340 -1.931 0.0 0.0 0.0
H 1.590 -5.557 -3.161 0.0 0.0 0.1
H 2.048 -2.688 -2.182 0.0 0.1 0.0
H -0.691 -5.487 -4.377 0.0 0.1 0.0
H -1.642 -4.039 -3.972 0.1 -0.1 -0.1
H -2.654 -1.816 0.046 -0.1 0.0 -0.1
H -1.320 -0.227 1.340 0.0 0.1 0.0
H 0.232 -0.337 3.846 0.2 -0.1 -0.2
H 1.702 -1.201 3.307 -0.1 0.0 0.0
H 2.485 3.378 -1.342 0.1 0.0 -0.1
H 1.805 7.466 -2.090 -0.1 0.0 0.1
H 1.210 7.580 -0.415 0.1 -0.1 -0.2
H -0.240 6.167 -2.715 0.0 0.0 -0.1
H -0.850 6.334 -1.064 -0.1 0.0 0.1
H -0.653 7.766 -2.079 -0.1 0.1 0.0

116
Properties=species:S:1:pos:R:3:forces:R:3 method="wB97M-V/def2-TZVPD" homo_energy_ev=-8.84 e_lumo_ev=0.14 de_lowest_kcal_mol=130.9 total_charge=0
C -2.690 15.974 26.694 -0.3 -1.7 -2.9
O -3.108 15.534 25.588 0.7 1.3 2.7
N -1.383 16.011 27.038 0.1 -0.1 -0.3
C -1.036 16.351 28.391 1.7 -0.3 0.9
C -0.309 15.493 26.145 -1.0 -0.1 0.1
H -3.349 16.303 27.513 0.0 0.1 -0.3
H -0.074 16.863 28.391 -0.1 0.7 -0.1
H -0.770 15.487 28.999 -0.4 -0.6 -0.1
H -1.740 16.915 29.003 -0.2 0.2 -0.7
H 0.562 16.148 26.119 -0.2 0.3 0.1
H 0.043 14.498 26.417 -0.1 -0.1 0.5
H -0.721 15.360 25.144 -0.1 0.4 0.1
C 6.389 19.232 32.400 1.6 -0.4 0.7
O 6.445 20.413 32.673 -0.6 -0.1 -0.3
N 7.415 18.365 32.690 -0.9 -1.5 -1.2
C 7.359 16.944 32.252 0.2 1.0 -0.6
C 8.630 18.754 33.336 0.8 0.5 0.7
H 5.565 18.679 31.923 -0.2 0.4 -0.1
H 8.055 16.766 31.433 0.8 0.1 0.3
H 6.465 16.687 31.685 -0.6 0.3 0.9
H 7.581 16.289 33.095 -0.3 -0.1 -0.1
H 8.552 18.661 34.419 -0.2 0.2 0.2
H 9.482 18.120 33.092 -0.3 -0.2 -0.5
H 8.942 19.773 33.105 -0.4 0.0 -0.1
C 1.682 14.763 35.031 -0.2 -0.2 -0.2
O 0.915 15.380 35.739 -0.2 0.4 -0.2
N 2.779 14.134 35.452 1.4 -0.6 0.2
C 3.463 13.135 34.674 0.8 0.5 -0.8
C 3.124 13.990 36.830 -1.0 0.2 1.1
H 1.589 14.610 33.945 -0.4 0.3 -0.2
H 3.370 12.118 35.055 -0.7 0.0 -0.1
H 4.534 13.327 34.735 0.3 0.2 -0.1
H 3.182 13.246 33.626 -0.1 -0.4 0.0
H 2.723 13.013 37.101 0.3 -0.2 0.6
H 4.194 14.040 37.033 0.0 -0.1 -0.3
H 2.619 14.739 37.439 0.0 0.0 -0.1
C 4.780 18.569 28.290 -1.6 1.1 0.1
O 5.784 18.381 28.953 -0.2 0.1 -0.2
N 3.900 19.636 28.405 0.8 -1.3 0.5
C 2.604 19.722 27.699 0.7 0.4 0.2
C 4.193 20.721 29.325 0.3 1.0 -0.5
H 4.392 17.879 27.524 0.3 -0.2 -0.1
H 2.256 18.779 27.277 0.3 -0.1 0.2
H 2.679 20.458 26.899 0.0 0.0 -0.1
H 1.847 20.093 28.390 0.0 -0.2 0.1
H 3.549 20.783 30.202 -0.2 -0.3 -0.1
H 5.223 20.787 29.675 0.0 -0.8 -0.1
H 4.083 21.641 28.751 -0.3 0.3 0.1
C 2.169 14.193 30.387 1.5 0.9 -0.4
O 2.165 13.685 31.491 0.1 0.2 0.1
N 3.228 14.941 29.878 -0.6 -0.4 0.9
C 3.163 15.463 28.537 0.2 -0.2 0.2
C 4.371 15.378 30.709 -1.4 -1.2 0.4
H 1.317 14.106 29.695 0.2 0.0 -0.1
H 2.986 16.536 28.615 -0.4 0.1 -0.5
H 2.434 14.878 27.976 -0.2 0.4 -0.1
H 4.121 15.312 28.039 0.1 0.0 -0.1
H 5.208 14.698 30.552 0.4 0.5 -0.3
H 4.605 16.437 30.602 0.0 -0.1 -0.5
H 4.069 15.200 31.741 0.0 0.1 0.2
C 2.927 13.242 25.761 -0.6 0.7 1.7
O 2.335 12.717 26.715 0.4 -0.1 -0.9
N 3.722 12.680 24.867 0.1 -1.7 0.0
C 4.422 13.459 23.878 0.7 0.4 -0.4
C 4.095 11.244 25.006 0.0 0.4 0.5
H 2.894 14.339 25.669 -0.1 0.0 -0.4
H 4.268 14.537 23.926 -0.5 -0.2 0.5
H 4.173 13.176 22.856 0.0 -0.4 0.1
H 5.492 13.366 24.062 0.1 -0.2 -0.3
H 5.167 11.151 25.176 0.2 0.2 -0.5
H 3.693 10.805 25.919 -0.5 0.5 -0.1
H 3.766 10.622 24.174 0.1 0.3 -0.2
C 0.649 19.160 30.907 -2.7 -1.7 -0.1
O -0.379 19.090 30.218 1.5 1.0 0.3
N 0.929 18.149 31.764 2.0 0.5 1.7
C 2.222 18.184 32.538 -0.5 -0.2 -1.2
C 0.003 17.066 32.143 0.0 0.4 0.2
H 1.336 20.019 30.962 0.1 -0.2 -0.3
H 2.915 18.958 32.208 -0.4 0.3 -0.5
H 2.723 17.256 32.263 0.1 -0.2 0.7
H 2.139 18.353 33.612 -0.5 -0.5 0.0
H 0.295 16.088 31.760 0.0 0.1 -0.6
H 0.004 16.901 33.220 0.3 0.4 0.2
H -1.025 17.332 31.898 0.2 -0.1 -0.4
C 1.040 11.242 32.680 0.4 -1.1 0.3
C 1.964 10.079 33.108 0.9 0.7 1.7
O 2.568 10.080 34.184 -1.0 0.2 -1.4
C 2.105 8.922 32.173 -0.6 0.4 -0.7
H 0.035 10.957 32.993 -0.1 0.0 0.2
H 0.979 11.322 31.594 0.2 0.2 0.1
H 1.310 12.187 33.150 0.0 -0.3 -0.2
H 2.777 9.203 31.362 0.3 0.1 0.0
H 1.137 8.864 31.674 -0.1 -0.7 -0.1
H 2.443 7.990 32.627 -0.2 0.2 0.1
C 5.235 11.876 30.366 -1.5 -0.3 -0.6
C 6.360 12.504 29.656 1.9 1.6 -3.0
O 6.293 12.828 28.439 -0.2 -1.2 3.1
C 7.604 12.970 30.432 -0.2 0.3 -0.4
H 4.428 11.897 29.634 -0.4 0.3 0.1
H 4.963 12.476 31.234 0.0 -0.2 0.1
H 5.256 10.816 30.621 0.9 0.1 0.3
H 8.206 12.177 30.876 -0.4 -0.1 0.3
H 7.286 13.703 31.173 -0.1 -0.3 0.5
H 8.281 13.557 29.812 -0.2 -0.3 -0.5
C 0.271 10.825 28.266 -0.7 1.3 0.4
C -0.454 11.916 28.949 -2.2 2.8 2.0
N -1.053 12.807 29.455 2.3 -3.2 -1.8
H 0.650 11.358 27.394 0.4 -0.6 -0.3
H -0.458 10.051 28.027 0.3 -0.1 -0.1
H 1.081 10.484 28.911 0.0 -0.1 -0.2
C 7.042 15.633 27.461 -0.1 -0.9 -0.1
C 6.470 15.858 26.170 -1.7 0.9 -3.9
N 5.977 15.949 25.106 1.3 -0.1 2.9
H 7.270 14.571 27.367 0.4 -0.1 0.7
H 6.225 15.713 28.178 0.5 0.3 0.4
H 7.937 16.227 27.642 -0.3 0.1 0.2

86
Properties=species:S:1:pos:R:3:forces:R:3 method="wB97M-V/def2-TZVPD" homo_energy_ev=-9.42 e_lumo_ev=0.20 total_charge=0
C 1.964 1.317 0.618 0.0 0.1 0.1
O 1.577 0.869 -0.665 0.3 0.0 0.0
C 2.477 -0.072 -1.238 0.0 0.0 0.1
C 2.619 0.171 -2.728 0.1 -0.2 -0.1
C 1.582 -0.555 -3.581 -0.1 0.1 0.1
C 0.112 -0.098 -3.398 0.2 0.0 0.0
C -0.729 -1.238 -2.801 0.0 0.5 -0.1
C -2.272 -1.201 -2.852 0.0 -0.3 0.1
S -2.891 -0.617 -4.500 -0.1 -0.1 0.2
C -2.955 1.140 -4.365 -0.1 0.0 0.2
O -4.231 -1.082 -4.673 -0.4 0.0 0.0
O -1.912 -0.980 -5.472 0.4 -0.1 -0.2
O -2.749 -2.581 -2.856 0.2 0.2 -0.1
S -2.608 -3.179 -1.386 0.2 0.4 0.0
O -3.759 -3.939 -1.118 -0.6 -0.4 0.1
O -1.324 -3.729 -1.176 0.4 -0.2 0.1
O -2.625 -1.761 -0.641 -0.1 0.0 -0.1
C -2.990 -0.698 -1.554 -0.3 0.2 -0.2
C -2.530 0.633 -0.970 0.3 -0.2 0.3
C -1.180 0.666 -0.256 -0.2 0.2 -0.1
O -1.149 1.678 0.750 -0.4 0.2 0.0
C -4.559 -0.690 -1.680 0.1 0.1 0.0
O -5.192 -1.395 -0.653 -0.2 0.1 0.0
C -5.353 -0.704 0.567 0.1 -0.1 0.0
O -6.145 -1.452 1.408 -0.1 0.0 0.0
C -5.621 -2.755 1.671 0.0 0.0 0.1
C -6.172 -3.242 3.009 0.2 0.0 0.0
O -6.746 -4.536 2.940 0.1 -0.1 0.0
H 2.766 2.057 0.549 0.1 -0.1 0.0
H 2.287 0.488 1.255 0.1 0.0 0.0
H 1.092 1.783 1.075 0.1 0.0 -0.1
H 3.443 0.011 -0.744 0.1 0.0 -0.1
H 2.094 -1.088 -1.068 0.0 0.0 0.1
H 3.606 -0.192 -3.019 0.0 0.0 0.0
H 2.620 1.245 -2.915 0.0 0.0 0.0
H 1.855 -0.452 -4.631 0.0 0.0 0.0
H 1.658 -1.620 -3.351 0.0 -0.1 0.0
H -0.261 0.197 -4.372 -0.1 0.0 0.0
H 0.104 0.774 -2.743 -0.1 0.0 -0.1
H -0.464 -2.166 -3.302 0.0 0.0 -0.1
H -0.430 -1.349 -1.760 0.0 -0.2 0.1
H -3.767 1.394 -3.688 -0.1 0.0 0.0
H -3.202 1.478 -5.369 0.1 0.1 -0.1
H -2.012 1.545 -4.009 0.1 0.0 -0.2
H -2.544 1.391 -1.751 -0.1 0.0 0.0
H -3.291 0.933 -0.248 -0.1 0.0 0.0
H -0.941 -0.303 0.183 0.0 0.0 0.0
H -0.392 0.943 -0.944 -0.1 -0.2 0.2
H -2.008 1.719 1.189 0.1 -0.1 0.0
H -4.884 0.359 -1.678 0.0 0.0 -0.1
H -4.884 -1.134 -2.612 0.0 -0.2 0.0
H -4.365 -0.532 1.029 0.0 0.0 0.0
H -5.864 0.250 0.396 0.0 0.0 0.0
H -4.528 -2.700 1.687 0.1 0.0 0.0
H -5.911 -3.447 0.883 0.0 0.0 -0.1
H -5.383 -3.221 3.767 0.0 0.0 0.1
H -6.952 -2.557 3.333 -0.1 0.0 -0.1
H -6.041 -5.183 2.817 -0.2 0.1 0.0
O 2.133 -0.833 3.893 0.0 0.0 0.0
C 1.399 0.079 4.154 0.0 0.0 0.1
O 1.749 0.915 5.161 0.0 0.0 -0.1
C 1.040 2.126 5.442 0.0 0.0 0.0
C -0.162 1.895 6.333 0.0 -0.1 0.0
C 0.085 0.284 3.440 0.1 0.1 -0.1
H 0.770 2.635 4.516 0.0 0.0 0.0
H 1.771 2.753 5.950 0.0 0.0 0.0
H -0.905 1.260 5.850 0.0 0.0 0.0
H -0.634 2.846 6.581 0.0 0.0 0.0
H 0.146 1.408 7.258 0.0 0.0 0.0
H -0.676 -0.319 3.937 0.0 0.0 0.0
H 0.203 -0.071 2.420 0.0 -0.1 0.1
H -0.248 1.317 3.399 0.0 0.0 0.0
O 5.202 1.318 -1.532 0.2 0.1 -0.1
C 6.294 1.398 -1.037 0.0 0.1 0.1
O 6.463 0.905 0.207 0.0 -0.1 -0.1
C 7.746 0.800 0.839 0.0 0.0 0.0
C 8.151 2.087 1.525 -0.1 0.0 0.0
C 7.442 2.085 -1.735 0.0 -0.1 -0.1
H 8.496 0.462 0.124 0.0 0.0 0.0
H 7.617 0.004 1.570 0.0 0.0 0.0
H 8.274 2.903 0.813 0.0 0.0 0.0
H 9.096 1.947 2.052 0.0 0.0 0.0
H 7.390 2.380 2.248 0.0 0.0 0.0
H 7.384 3.151 -1.514 0.0 0.0 0.0
H 7.310 1.949 -2.805 0.0 0.1 0.0
H 8.426 1.723 -1.450 0.0 0.0 0.0